C30H68F5GaN3O | ωB97M-V with the def2-TZVPD basis set

Last column: Löwdin charge in e.
Atoms and positions in Å:
C 7.676215 2.174618 -3.115727  -0.11
C 6.938519 0.871223 -3.433647  -0.26
C 7.643837 -0.316971 -2.764575  -0.23
C 6.733448 -1.550211 -2.701164  -0.23
C 6.193949 -2.020459 -4.054375  -0.20
C 4.831968 -1.438157 -4.486628  -0.28
C 3.776209 -1.350991 -3.383918  -0.22
Ga 1.899082 -1.417891 -4.146202  0.49
O 1.901777 -2.379863 -5.772252  -0.27
C 1.035883 0.399068 -4.509392  -0.22
C 1.919684 1.613301 -4.157568  -0.35
C 1.501263 2.288050 -2.852868  -0.13
C 0.596321 -2.479702 -2.888891  -0.41
F 1.182284 -3.653550 -2.521479  0.03
F -0.552591 -2.725375 -3.583470  0.03
C 0.205074 -1.717592 -1.626568  -0.67
F 0.012795 -2.570231 -0.608746  0.12
F 1.182387 -0.911571 -1.272282  0.15
F -0.871334 -1.013878 -1.789497  0.18
H 7.526386 2.875559 -3.930963  0.06
H 8.730201 1.972089 -2.992239  0.06
H 7.276417 2.652958 -2.228069  0.07
H 5.917318 0.862558 -3.067800  0.10
H 6.882717 0.680749 -4.495761  0.10
H 7.909506 -0.026524 -1.751872  0.10
H 8.556181 -0.574613 -3.300633  0.11
H 7.358741 -2.358425 -2.316381  0.10
H 5.963545 -1.390168 -1.952818  0.07
H 6.924890 -1.706557 -4.803809  0.10
H 6.185778 -3.104783 -4.093775  0.10
H 4.440395 -2.100269 -5.253434  0.08
H 4.975499 -0.484979 -4.982830  0.09
H 3.948224 -0.512713 -2.711048  0.04
H 3.891020 -2.247383 -2.766366  0.04
H 1.257630 -1.918539 -6.325520  -0.03
H 0.775019 0.457248 -5.563797  0.03
H 0.110425 0.463455 -3.937452  0.03
H 1.755561 2.366377 -4.931462  0.08
H 2.987173 1.402803 -4.160694  0.07
H 1.870451 3.307058 -2.802207  0.06
H 0.419475 2.350518 -2.793354  0.06
H 1.858410 1.688917 -2.019007  0.06
C 4.429278 -6.875584 2.352631  -0.10
C 4.859547 -5.534565 1.775494  -0.28
N 4.310851 -5.269652 0.462121  -0.20
C 4.922205 -4.126395 -0.200907  -0.24
C 4.729554 -2.739347 0.422493  -0.07
C 2.863852 -5.354600 0.349967  -0.24
C 2.017884 -4.441829 1.247139  -0.08
H 4.682428 -7.692115 1.674445  0.08
H 4.943789 -7.050159 3.299839  0.07
H 3.357984 -6.910500 2.554458  0.06
H 5.950362 -5.544622 1.690519  0.11
H 4.611161 -4.743340 2.501588  0.10
H 4.575758 -4.096503 -1.237152  0.11
H 5.998509 -4.322217 -0.266753  0.11
H 3.728507 -2.349701 0.241627  0.06
H 5.429934 -2.035531 -0.032272  0.05
H 4.916564 -2.738337 1.497916  0.06
H 2.565257 -6.389382 0.542826  0.10
H 2.585183 -5.182873 -0.691964  0.11
H 2.384111 -4.410436 2.276066  0.06
H 0.991450 -4.812994 1.280297  0.07
H 1.977475 -3.424955 0.863801  0.04
C -4.189587 -1.775130 3.886426  -0.09
C -4.758631 -0.755706 2.910643  -0.28
N -3.828830 0.304578 2.577555  -0.20
C -4.448995 1.408177 1.866641  -0.26
C -5.023704 1.135094 0.470832  -0.08
C -2.534364 -0.125336 2.067481  -0.24
C -2.506665 -0.988399 0.800190  -0.07
H -3.840119 -1.289884 4.799231  0.08
H -4.964572 -2.493417 4.160229  0.07
H -3.362985 -2.339678 3.453989  0.06
H -5.636580 -0.300755 3.379857  0.11
H -5.123205 -1.288642 2.018353  0.10
H -3.731871 2.231296 1.797675  0.11
H -5.260499 1.791524 2.496220  0.10
H -4.240506 1.048851 -0.280450  0.06
H -5.662652 1.968972 0.169182  0.06
H -5.632866 0.231257 0.443794  0.07
H -2.023157 -0.674419 2.863015  0.10
H -1.911870 0.758899 1.907860  0.12
H -3.266568 -1.772539 0.818792  0.08
H -1.541739 -1.478495 0.715144  0.06
H -2.646052 -0.396112 -0.100160  0.05
C -9.627231 5.901549 4.510458  -0.09
C -8.720968 5.457656 3.371428  -0.28
N -7.596310 6.345812 3.148479  -0.20
C -6.889038 6.075645 1.907168  -0.25
C -6.171687 4.728425 1.765348  -0.09
C -6.758505 6.606421 4.305810  -0.25
C -6.094001 5.409092 4.999864  -0.08
H -9.986732 6.919194 4.350313  0.08
H -10.494289 5.241577 4.567585  0.07
H -9.123619 5.858510 5.477091  0.06
H -9.321695 5.437872 2.457942  0.12
H -8.403820 4.419681 3.557792  0.10
H -6.169544 6.880362 1.732090  0.11
H -7.613931 6.161416 1.090863  0.11
H -5.245967 4.699432 2.338306  0.06
H -5.901281 4.565093 0.719968  0.07
H -6.798259 3.890822 2.073505  0.06
H -7.361492 7.136221 5.048411  0.10
H -5.986044 7.325617 4.021574  0.11
H -6.780017 4.569132 5.119308  0.07
H -5.763910 5.701500 5.999056  0.07
H -5.215019 5.059321 4.461501  0.06

Forces on atoms 1 to 2 (eV/Å):
-0.822 -0.109 -0.593
0.646 -0.415 0.692

Properties
- charge = -1
- E_tot (eV) = -104695.878
- HOMO-LUMO gap (eV) = 7.10
- HOMO (eV) = -5.02
- 2S+1 = 1
- LUMO (eV) = 2.075

C3H2N2O3 | ωB97M-V with the def2-TZVPD basis set

Last column: natural (NBO) charge in e.
Atoms and positions in Å:
C -0.036557 1.260653 0.376931  0.83
C 0.699789 -0.703032 -0.966791  0.31
C -0.730579 -0.740268 1.089121  0.42
H 1.635475 -1.190389 -1.356839  0.23
H -1.469944 -1.510825 1.435249  0.22
N 0.378094 0.445010 -1.563895  -0.15
N -1.067523 0.480684 1.083543  -0.44
O 1.013953 1.978568 0.777728  -0.51
O -0.575393 1.266601 -1.010188  -0.38
O 0.152685 -1.287002 0.135142  -0.52

Forces on atoms 1 to 2 (eV/Å):
2.296 4.872 1.289
-0.383 3.445 -1.314

Properties
- energy relative to the best compared isomer or geometry (same formula, charge and spin) (kcal/mol) = 140.7
- charge = 0
- E_tot (eV) = -12260.879
- HOMO-LUMO gap (eV) = 9.77
- HOMO (eV) = -10.06
- 2S+1 = 1
- LUMO (eV) = -0.292

C4H7NO2 | ωB97M-V with the def2-TZVPD basis set

Last column: natural (NBO) charge in e.
Atoms and positions in Å:
O -2.412481 -0.257209 -0.509317  -0.71
C -1.184800 -0.166192 0.184793  0.05
C -0.074200 -1.029308 -0.379066  -0.24
N 0.751001 0.006427 0.276544  -0.46
C -0.269073 1.034039 -0.028822  -0.24
C 2.090001 0.122474 0.352016  0.55
O 2.664248 1.157476 0.606772  -0.59
H -3.191422 0.052910 -0.037569  0.49
H -0.537302 -0.289630 1.264957  0.23
H -0.007075 -2.056304 -0.011678  0.20
H 0.082428 -0.963885 -1.459697  0.19
H -0.369887 1.879197 0.652649  0.21
H -0.132638 1.351877 -1.067971  0.19
H 2.591206 -0.841869 0.156395  0.11

Forces on atoms 1 to 2 (eV/Å):
0.360 -0.339 1.014
0.758 0.068 0.042

Properties
- energy relative to the best compared isomer or geometry (same formula, charge and spin) (kcal/mol) = 90.5
- charge = 0
- E_tot (eV) = -9843.357
- HOMO-LUMO gap (eV) = 10.36
- HOMO (eV) = -9.72
- 2S+1 = 1
- LUMO (eV) = 0.641

C21H30N4O3 | ωB97M-V with the def2-TZVPD basis set

Last column: natural (NBO) charge in e.
Atoms and positions in Å:
C 1.419733 2.655228 -5.587355  -0.61
C 1.315109 1.142339 -5.431918  -0.39
C 2.063999 0.610011 -4.210411  -0.42
C 1.410030 1.038341 -2.887816  -0.21
N 1.988500 0.486421 -1.676584  -0.44
C 3.363878 0.877220 -1.410061  -0.23
C 3.515463 2.387839 -1.237420  -0.41
C 4.810047 2.768145 -0.518579  -0.39
C 6.060471 2.420121 -1.318273  -0.61
H 6.155547 1.344805 -1.444372  0.20
H 6.949395 2.780716 -0.805646  0.21
H 6.023420 2.881579 -2.302958  0.20
H 4.798772 3.844533 -0.331766  0.20
H 4.846686 2.265248 0.450280  0.19
H 2.665535 2.745370 -0.653169  0.22
H 3.494500 2.883808 -2.209517  0.19
H 3.647260 0.394766 -0.470232  0.20
H 4.048659 0.510430 -2.192476  0.16
C 1.807327 -0.953319 -1.549832  -0.27
C 1.839117 -1.359208 -0.112805  0.32
C 2.822855 -1.936643 0.645818  -0.32
C 2.301488 -2.060441 1.948557  -0.23
C 1.030055 -1.545576 1.898089  0.15
C 0.021507 -1.441750 2.948163  0.60
O 0.183456 -1.818972 4.099565  -0.63
N -1.126199 -0.824135 2.562714  -0.43
H -1.406286 -0.710556 1.596138  0.43
N -2.191916 -0.791043 3.468132  -0.48
C -3.440896 -1.132257 2.970822  0.77
O -3.644559 -1.184104 1.776785  -0.65
N -4.361528 -1.295658 3.966411  -0.63
C -5.735002 -1.537365 3.852101  0.24
C -6.376473 -1.684191 2.626713  -0.28
C -7.737117 -1.929698 2.591122  -0.18
C -8.470361 -2.032165 3.760811  -0.24
C -7.831890 -1.886128 4.981040  -0.19
C -6.473416 -1.640508 5.029301  -0.28
H -5.977517 -1.526942 5.983760  0.20
H -8.392889 -1.963715 5.900622  0.21
H -9.531879 -2.224443 3.723849  0.21
H -8.227495 -2.042178 1.635694  0.21
H -5.808368 -1.604703 1.715649  0.25
H -4.028469 -1.193788 4.914889  0.40
H -1.862705 -1.133308 4.368907  0.41
O 0.752420 -1.124607 0.640451  -0.39
H 2.781408 -2.467571 2.814119  0.24
H 3.793515 -2.240545 0.310327  0.23
H 0.825845 -1.206851 -1.957699  0.22
H 2.577737 -1.529407 -2.090073  0.19
H 0.355247 0.746948 -2.901876  0.19
H 1.447928 2.123864 -2.794158  0.20
H 2.083928 -0.481459 -4.259662  0.20
H 3.095400 0.966654 -4.243241  0.19
H 1.727761 0.668411 -6.326069  0.20
H 0.263033 0.856184 -5.363289  0.19
H 0.931703 3.168728 -4.763292  0.20
H 0.943388 2.972088 -6.512379  0.21
H 2.462843 2.963432 -5.617901  0.20

Forces on atoms 1 to 2 (eV/Å):
-0.107 -0.214 -0.026
0.219 0.044 0.059

Properties
- energy relative to the best compared isomer or geometry (same formula, charge and spin) (kcal/mol) = 68.1
- charge = 0
- E_tot (eV) = -34366.752
- HOMO-LUMO gap (eV) = 9.08
- HOMO (eV) = -8.33
- 2S+1 = 1
- LUMO (eV) = 0.754

C5H12NO2P | ωB97M-V with the def2-TZVPD basis set

Last column: natural (NBO) charge in e.
Atoms and positions in Å:
C -0.453009 -0.946493 0.866937  -0.45
C 1.085325 -0.987395 0.724009  -0.42
C -1.133036 0.408633 0.984911  -0.42
C 1.651644 -0.708422 -0.652564  -0.77
C -1.126035 1.162917 -0.479004  -0.52
N -0.620242 2.559500 -0.587361  -0.85
O -0.445570 -0.626073 -2.438890  -0.98
O 0.935226 1.429261 -2.133060  -1.04
P 0.274894 0.307265 -1.324817  1.97
H -0.944870 -1.452501 0.056860  0.20
H -0.787811 -1.558273 1.710680  0.23
H 1.430751 -0.322417 1.540174  0.21
H 1.438707 -2.023311 1.032016  0.22
H -2.088834 0.323313 1.341185  0.20
H -0.488189 1.034971 1.615632  0.16
H 2.500023 -0.026386 -0.637570  0.26
H 1.688877 -1.655864 -1.259323  0.26
H -0.089056 2.856119 0.232927  0.35
H -1.331505 -0.508162 -2.365567  0.50
H -1.423482 3.111525 -0.627789  0.39
H 0.328157 2.227423 -1.640304  0.49

Forces on atoms 1 to 2 (eV/Å):
-0.666 -0.601 0.488
0.123 -1.789 2.390

Properties
- energy relative to the best compared isomer or geometry (same formula, charge and spin) (kcal/mol) = 46.7
- charge = 0
- E_tot (eV) = -20252.044
- HOMO-LUMO gap (eV) = 8.37
- HOMO (eV) = -7.49
- 2S+1 = 1
- LUMO (eV) = 0.882

C18H36ClHfN5O12 | ωB97M-V with the def2-TZVPD basis set

Last column: Löwdin charge in e.
Atoms and positions in Å:
C 2.165926 -3.347627 -2.266117  -0.07
C 2.126836 -2.172547 -1.240997  -0.24
C 3.533406 -1.901097 -0.814077  -0.09
N 3.812566 -0.426897 -0.193797  -0.19
C 3.949996 0.545253 -1.407777  0.04
C 2.692106 0.125003 0.728053  -0.12
C 3.279846 1.130163 1.687513  -0.18
C 4.649366 0.588933 1.989043  -0.12
C 5.011966 -0.311057 0.798673  -0.06
H 1.189576 -3.605967 -2.676117  0.07
H 2.592556 -4.204187 -1.744207  0.09
H 2.762046 -3.074517 -3.136837  0.09
H 1.514756 -2.398467 -0.367827  0.10
H 1.745026 -1.318057 -1.799717  0.10
H 4.260866 -1.820157 -1.621767  0.13
H 3.948246 -2.757917 -0.283167  0.14
H 4.044216 1.550343 -0.996657  0.10
H 2.987746 0.622943 -1.913877  0.09
H 4.805406 0.319843 -2.044617  0.12
H 1.887396 0.485653 0.087383  0.11
H 2.441586 -0.721367 1.367583  0.14
H 3.253756 2.082363 1.157663  0.11
H 2.688636 1.227923 2.598013  0.13
H 5.329586 1.417843 2.184823  0.14
H 4.547586 -0.089627 2.835973  0.13
H 5.878966 0.072583 0.260873  0.13
H 5.287636 -1.354527 0.951253  0.13
Hf -3.320324 -0.917257 -3.261937  1.99
Cl -1.560384 -0.127617 0.093183  0.68
O -2.871524 0.291553 0.545173  -0.31
O -1.769034 -0.649447 -1.243107  -0.54
O -0.776604 1.064613 -0.145007  -0.34
O -0.882374 -1.136397 0.893863  -0.29
C -1.205414 -4.856447 1.563853  0.08
N -0.569124 -4.878487 2.926963  -0.38
O -0.838544 -5.771987 3.731283  0.20
O 0.148676 -3.947347 3.257073  0.14
H -0.793374 -3.934087 1.154493  0.09
H -2.285944 -4.932507 1.685393  0.09
H -0.805814 -5.722837 1.036793  0.12
C -2.030264 3.358163 -3.831527  0.07
N -2.633344 2.609903 -2.735047  -0.37
O -2.999604 3.238483 -1.777567  0.20
O -2.715104 1.396033 -2.880227  -0.20
H -0.970974 3.565003 -3.679117  0.10
H -2.541964 4.320033 -3.864097  0.13
H -2.117034 2.903523 -4.818377  0.12
C -3.138234 -1.857897 3.577843  0.10
N -3.694394 -3.240277 3.968343  -0.41
O -3.003404 -3.817537 4.744223  0.18
O -4.726064 -3.631357 3.491233  0.12
H -2.633204 -1.393497 4.424823  0.12
H -3.953264 -1.302687 3.113543  0.10
H -2.318194 -2.219657 2.957553  0.07
C -5.653944 -2.476697 0.252913  0.07
N -4.598654 -3.141737 -0.449377  -0.35
O -4.050164 -2.493787 -1.362917  -0.18
O -4.021994 -4.024187 0.129213  0.18
H -5.213084 -1.873807 1.046813  0.11
H -6.364484 -3.209097 0.636103  0.14
H -6.266074 -1.877247 -0.420927  0.12
C -0.233714 4.616253 -0.113977  0.04
C -0.468194 5.811503 0.539263  0.08
C -0.176954 7.011153 -0.083677  0.03
C 0.389356 7.065053 -1.359227  0.07
C 0.641106 5.877433 -1.998877  0.06
C 0.339946 4.665613 -1.382557  -0.04
H -0.360914 3.649113 0.349543  0.12
H -1.011864 5.932463 1.464563  0.15
H -0.410624 7.971833 0.350953  0.15
H 0.541546 8.005313 -1.868287  0.15
H 1.038696 5.731343 -2.992347  0.15
H 0.497226 3.684643 -1.806077  0.11

Forces on atoms 1 to 2 (eV/Å):
0.025 0.370 0.698
-0.066 -0.057 -1.185

Properties
- charge = +4
- E_tot (eV) = -65027.978
- HOMO-LUMO gap (eV) = 1.35
- HOMO (eV) = -18.87
- 2S+1 = 1
- LUMO (eV) = -17.522